Entry 1:
Here is a structure of composition C32H52BiClN2O4SSi from the Open Molecules 2025 dataset. Energies are from wB97M-V/def2-TZVPD.

Values from the calculation:
* HOMO-LUMO gap: 4.9377 eV
* spin multiplicity: 1
* ΔE to the lowest compared entry with this formula, charge and spin: 82.57 kJ/mol
* charge: -2
* electronic energy: -82274.9566 eV

Geometry as XYZ:
```
94
Properties=species:S:1:pos:R:3:forces:R:3
C -2.689 1.030 4.293 -0.1 0.0 0.0
C 1.664 -3.722 -1.779 -0.2 0.0 -0.1
H 2.763 2.028 1.523 -0.1 0.0 0.1
H 3.701 1.079 -0.321 0.0 0.0 0.0
C -4.627 4.264 0.170 0.0 0.0 0.0
C -1.637 -0.862 -4.291 0.0 0.0 0.0
C 1.944 -0.141 -3.393 0.1 0.0 0.1
H 1.971 -2.947 -4.396 0.0 0.0 0.0
H -3.559 3.625 3.810 0.0 0.0 0.0
H 4.078 -0.353 -3.703 0.0 0.0 0.0
C 3.541 0.830 3.022 0.1 0.0 0.0
H -3.095 2.851 -0.353 0.0 0.0 0.0
C 0.643 -2.934 -2.634 0.0 -0.3 0.0
O -1.657 1.548 0.830 0.1 0.3 0.2
H -4.916 4.436 -0.860 0.0 0.0 0.0
C -3.200 3.131 1.761 0.0 0.0 0.1
O 0.244 2.220 2.679 -0.1 -0.2 -0.1
H 5.041 1.264 0.822 0.0 0.0 -0.1
H 0.860 0.453 -5.187 0.0 0.0 0.0
H 2.608 0.346 -5.393 0.0 0.0 0.0
C 2.959 -2.363 2.388 0.0 0.1 0.0
C -1.140 1.184 -3.020 0.0 0.0 -0.1
Cl -0.656 -2.733 1.247 0.0 -0.1 0.0
H -6.084 5.620 0.980 0.0 0.0 0.0
C -3.868 3.797 2.791 0.0 0.0 0.0
H 1.441 -3.697 -0.708 -0.1 0.2 -0.2
H 2.180 -2.375 4.348 0.0 0.0 0.0
H -1.490 -3.330 -3.034 0.0 0.0 0.0
H -3.221 -0.224 -2.209 0.0 0.0 0.0
C 1.855 -1.960 3.372 0.1 0.0 0.1
C 1.739 -0.134 -4.913 -0.1 0.0 0.0
H 2.701 -3.411 -1.924 0.0 0.1 0.0
C 3.289 -0.818 -3.090 0.0 0.2 -0.1
N 1.509 -0.558 3.463 0.2 0.0 -0.1
Bi 0.582 0.339 0.738 -0.3 -1.6 -0.4
S 2.857 -1.778 0.648 0.4 -0.2 0.5
H -0.916 -0.629 -5.078 0.0 0.0 0.0
H -2.032 -0.275 -0.906 0.0 0.0 0.0
C -4.895 4.684 2.511 0.0 0.0 0.0
H -2.166 1.558 -3.162 0.0 0.0 0.0
O 0.532 1.972 -0.310 0.2 1.1 -0.3
H 3.070 1.713 -3.438 0.0 0.0 0.0
C -2.271 -0.680 -1.891 0.0 0.0 0.0
C -0.880 2.745 2.884 -0.1 0.0 -0.1
H -2.314 1.913 4.796 0.0 0.0 0.0
Si 0.567 -0.987 -2.218 -0.1 0.2 0.1
H 5.039 -1.099 1.364 0.0 0.1 0.0
H 3.558 -0.639 -2.047 0.0 -0.1 0.1
C -2.089 2.125 2.052 0.2 -0.2 0.0
H -0.893 2.070 0.360 -0.1 0.2 0.0
H -3.192 0.020 6.113 0.0 0.0 0.0
H -0.564 1.512 -3.889 0.0 0.0 0.0
H -2.438 -1.749 -1.766 0.0 0.0 0.0
H 4.863 -0.967 -0.369 0.0 -0.1 0.0
H 0.897 -4.338 -4.263 0.0 0.0 0.0
H 1.834 1.308 4.209 0.0 0.0 0.0
H -0.715 1.650 -2.129 0.0 0.0 0.0
H -3.868 -2.161 2.490 0.0 0.0 0.0
C 4.363 -0.760 0.579 -0.1 0.1 -0.2
H 1.584 -4.773 -2.097 0.1 0.0 0.0
C -3.108 -0.180 2.268 0.1 0.0 0.0
H -1.050 -3.429 -1.323 0.1 0.0 0.1
H 2.924 0.096 4.924 0.0 0.0 0.0
C -3.181 -0.039 5.030 0.0 0.0 0.0
N 3.089 1.075 1.656 0.1 0.2 -0.2
C -5.281 4.925 1.197 0.0 0.0 0.0
H 1.628 -1.125 -5.354 0.0 0.1 0.0
C -1.176 -0.351 -2.919 0.0 0.1 0.1
C 0.964 -3.250 -4.105 0.0 0.0 0.1
C 2.140 1.331 -2.985 0.0 0.0 0.0
C -2.654 0.974 2.901 0.0 0.0 -0.1
H 3.947 -2.083 2.760 0.0 0.0 0.0
C 4.085 0.743 0.643 -0.1 0.1 0.2
C -3.629 -1.186 4.390 0.0 0.0 0.0
H 1.325 1.971 -3.318 0.0 0.0 0.0
C -0.704 -3.623 -2.339 0.0 0.1 0.1
H -0.574 -4.710 -2.445 0.0 0.0 0.0
C -3.582 -1.254 3.006 0.0 0.0 0.0
H 4.035 1.717 3.445 0.0 0.0 0.0
H 0.608 -0.450 3.906 -0.1 0.0 -0.2
O -1.166 3.618 3.714 0.0 0.0 0.0
H -3.035 -0.263 1.194 0.0 0.0 0.0
H -1.820 -1.936 -4.318 0.0 0.0 0.0
H 2.183 1.461 -1.904 0.0 0.0 0.0
H 4.307 0.054 2.987 0.0 0.0 0.0
H -2.584 -0.368 -4.561 0.0 0.0 0.0
C 2.429 0.422 3.987 -0.1 0.0 0.2
H -5.398 5.193 3.326 0.0 0.0 0.0
H 2.939 -3.453 2.344 0.0 0.0 0.0
H 3.312 -1.892 -3.270 0.0 0.0 0.0
H 0.256 -2.774 -4.787 0.0 0.0 0.0
H 0.946 -2.474 3.059 0.0 0.0 0.0
H -3.982 -2.033 4.968 0.0 0.0 0.0
C -3.598 3.372 0.451 0.0 0.0 0.0
```
Positions in Å, forces in eV/Å.

=====

Entry 2:
Here is a structure of composition C32H53BrF12I3N2O10P2 from the Open Molecules 2025 dataset. Energies are from wB97M-V/def2-TZVPD.

Values from the calculation:
* HOMO-LUMO gap: 8.6057 eV
* spin multiplicity: 1
* charge: +1
* electronic energy: -203027.4394 eV

Geometry as XYZ:
```
115
Properties=species:S:1:pos:R:3:forces:R:3
H 5.884 0.387 -1.373 0.0 0.0 -0.1
C 5.733 -1.097 2.665 0.1 0.1 0.1
O 4.893 -0.528 4.787 0.3 0.0 -0.2
H 2.238 1.911 -2.261 -0.1 -0.1 -0.1
C 0.891 -7.959 6.369 -0.1 0.1 0.0
F 4.675 -0.454 2.139 0.1 0.0 0.0
H -1.924 -3.926 1.327 0.0 -0.3 -0.1
H 8.757 1.382 -0.943 0.0 0.0 0.1
H -0.455 3.163 -2.179 -0.1 0.1 0.0
H -1.234 5.415 0.158 0.0 0.0 -0.1
H 5.134 1.734 7.286 0.0 0.0 0.0
H -1.782 0.979 -0.799 0.1 -0.3 0.0
H -2.782 5.391 -0.705 0.2 0.1 0.0
I 0.377 -1.531 -3.966 0.1 -0.1 -0.1
H -2.717 2.799 -0.337 0.0 0.1 0.0
H -2.427 0.550 -3.738 0.1 0.0 0.0
O -6.199 0.689 -6.381 0.1 0.3 0.1
C 6.628 1.147 -1.132 0.0 -0.2 0.3
C -5.539 -0.459 -5.813 0.2 -0.3 0.1
H 6.391 1.558 -0.153 0.0 0.1 0.0
H -3.962 4.492 1.116 0.1 0.0 0.1
H -1.901 3.945 4.573 -0.1 0.1 0.0
C -6.199 -0.878 -4.519 -0.1 0.1 0.0
H -4.070 1.145 -1.161 0.0 -0.1 -0.2
H 0.655 -3.703 0.586 0.2 -0.1 -0.2
C 8.036 0.594 -1.161 0.0 0.2 -0.3
H -3.037 5.839 1.744 0.0 0.0 -0.1
H -6.119 -0.089 -3.770 0.0 0.0 0.0
H -3.443 -2.585 0.688 0.1 -0.2 -0.2
C 6.026 -0.608 4.102 0.2 0.0 0.2
H -4.144 -0.171 -2.321 0.1 -0.1 0.1
Br -4.023 0.119 1.468 -0.1 0.1 0.2
H -4.486 -0.218 -5.666 0.0 0.0 0.0
H -1.236 -5.277 0.714 -0.4 -0.1 -0.1
H -5.608 -1.238 -6.568 -0.1 0.1 -0.1
H 6.037 1.777 5.769 0.0 0.0 0.0
H 0.232 -1.831 1.251 -0.1 -0.2 -0.2
C 5.123 1.422 6.242 0.0 0.0 -0.2
C -2.941 4.823 1.348 0.0 -0.1 0.0
H 8.143 -0.192 -0.418 0.0 0.0 0.1
O -0.973 0.232 1.172 0.3 -0.2 -0.1
F -1.628 -4.845 4.194 0.1 0.1 0.0
H -2.331 2.906 -3.941 -0.1 0.0 0.1
H -3.041 5.217 4.069 0.1 0.0 0.0
H 1.533 -8.770 6.710 0.0 0.0 0.0
H -1.019 3.047 0.034 -0.2 -0.1 0.0
F 4.855 3.762 -3.858 0.0 0.0 0.0
H -1.300 5.345 3.706 -0.2 0.1 0.0
C -1.865 3.463 -0.529 0.5 -0.1 -0.1
C -5.857 1.854 -5.844 0.2 -0.1 0.2
H 8.272 0.178 -2.140 0.0 0.0 0.0
H -3.012 3.067 2.627 0.1 0.0 -0.1
C 0.925 0.381 -1.556 0.4 0.1 0.0
H -1.382 3.502 2.151 -0.1 0.0 -0.1
I 2.420 -0.051 -0.025 -0.3 -0.1 0.1
H -3.438 2.648 -2.619 0.1 -0.1 0.0
H 2.523 0.363 -3.040 -0.2 0.1 -0.1
H -7.257 -1.091 -4.669 0.0 -0.1 0.0
P -1.024 -1.231 1.136 0.0 1.1 0.3
H -1.795 -1.576 -2.444 -0.1 0.0 0.2
C 1.740 1.028 -2.672 0.1 0.4 0.2
O 0.501 -3.637 -0.372 -0.1 0.1 0.2
P -1.049 -3.676 -0.839 0.2 -0.3 0.0
O 6.133 0.843 -3.783 0.0 0.4 0.2
C -6.596 3.005 -6.566 0.1 -0.1 0.1
F -6.037 3.201 -7.765 0.0 0.0 0.0
C -1.503 3.455 -2.035 -0.3 0.1 0.1
H 2.342 -7.119 4.993 0.0 0.1 0.0
F 5.462 -2.406 2.658 0.0 0.0 0.0
O 0.430 -6.502 4.458 0.1 0.3 0.1
C 1.327 -7.515 4.993 0.2 -0.3 0.1
H -0.847 1.116 -3.179 -0.3 -0.1 0.0
H -1.590 4.476 -2.419 0.1 -0.1 0.0
C -0.397 -4.334 4.194 0.0 0.0 0.1
H 1.101 1.374 -3.490 0.2 -0.2 0.0
H -1.866 -1.817 2.089 0.0 -0.3 -0.1
H -0.139 -8.316 6.347 0.0 -0.1 0.0
H 0.957 -7.143 7.087 0.1 0.0 0.0
H 4.273 1.893 5.747 0.0 0.0 0.1
F 6.105 2.958 -5.436 0.0 0.1 0.0
C -1.392 -0.983 -1.617 0.1 -0.1 -0.5
C 6.059 3.232 -4.139 0.1 -0.2 0.0
C 5.014 -0.083 6.162 -0.1 0.0 0.3
C -3.651 0.165 -1.402 0.0 0.3 0.3
N -1.798 -4.459 0.468 0.4 0.3 0.3
C -4.032 -0.759 -0.261 -0.3 -0.3 -0.5
C -3.239 -2.064 -0.244 0.0 0.7 -0.2
H 1.272 -8.329 4.275 -0.1 0.0 0.0
F -0.423 -3.139 4.755 0.0 0.0 0.0
H -5.073 -1.058 -0.384 0.1 0.1 0.1
H 5.869 -0.577 6.620 0.1 0.0 -0.1
C -2.149 0.340 -1.607 0.2 0.6 0.1
C -1.913 1.091 -2.932 -0.3 0.1 0.1
I -4.087 -3.235 -1.857 0.0 -0.2 0.1
F 6.784 -0.875 1.884 -0.1 0.0 -0.1
F -6.496 4.122 -5.857 0.0 0.0 -0.1
O 6.476 2.258 -2.043 0.0 -0.1 -0.2
H -5.710 -1.772 -4.131 0.0 0.0 0.0
H 4.106 -0.442 6.646 0.0 0.0 -0.1
C -2.349 3.922 2.450 0.0 0.1 0.3
O 1.469 -4.845 5.624 -0.4 -0.2 -0.4
H 0.667 -1.744 -1.422 -0.2 0.1 0.0
C 0.153 -0.913 -1.894 -0.2 -0.1 -0.1
C 6.246 1.940 -3.309 -0.1 -0.3 0.0
C -2.386 2.550 -2.906 0.3 0.1 -0.3
C -2.166 4.854 0.026 -0.3 0.0 0.2
C -2.149 4.658 3.780 0.3 -0.2 -0.1
O -5.073 2.037 -4.950 -0.3 -0.1 -0.3
N -1.730 -1.879 -0.400 -0.1 -0.4 0.7
C 0.633 -5.265 4.875 0.3 0.0 0.2
F -0.053 -4.154 2.880 0.1 0.0 0.0
H 0.292 1.133 -1.091 -0.1 -0.2 0.1
F 6.994 4.138 -3.852 -0.1 0.0 -0.1
O 7.141 -0.380 4.480 -0.5 -0.1 -0.1
F -7.886 2.712 -6.736 0.0 0.1 0.0
```
Positions in Å, forces in eV/Å.

=====

For each record above, in turn, the calculated HOMO values are -0.79; -11.96 eV.
For each record above, in turn, the calculated max |F| values are 1.6; 1.1 eV/Å.